# 1
{
  "formula": "C5H9N3O2",
  "method": "wB97M-V/def2-TZVPD",
  "elements": ["C", "C", "C", "C", "C", "N", "H", "H", "H", "H", "H", "H", "H", "H", "H", "O", "N", "N", "O"],
  "positions_angstrom": [[-2.3592, -0.4129, 0.3002], [-1.0489, 0.2764, -0.1618], [-1.1861, 0.8061, -1.5508], [0.1580, -0.4575, 0.0635], [0.9352, -1.3093, 0.4093], [1.9675, -2.0726, 0.8859], [-2.9010, -1.0073, -0.3974], [-3.0548, 0.4598, 0.4025], [-2.0766, -1.1695, 1.1333], [-1.0083, 1.2488, 0.4900], [-1.3721, -0.1511, -2.2639], [-0.2884, 1.3021, -1.8358], [-2.1241, 1.4412, -1.8891], [1.9099, -3.1007, 0.7477], [2.8401, -1.6408, 0.6943], [1.1974, 2.5247, 0.1868], [1.8723, 1.5989, 0.5084], [2.9290, 1.2679, 0.9309], [3.6102, 0.3961, 1.3458]],
  "forces_ev_per_a": [[0.87, -0.05, 1.28], [-1.80, 2.90, 1.33], [-2.60, -1.85, -3.62], [-0.15, -1.34, 0.13], [1.01, -0.28, 0.38], [-1.30, -1.02, -0.19], [0.26, -0.68, -1.28], [0.34, -1.05, 1.17], [-1.10, 1.92, -0.66], [0.16, -1.70, -0.74], [0.86, 2.02, 1.33], [0.55, 0.47, -0.55], [1.82, -0.91, 1.50], [0.11, 1.40, -0.05], [0.87, -0.15, -0.01], [-0.81, 0.75, -0.45], [1.83, -0.63, 0.83], [-1.96, 1.75, -0.96], [1.07, -1.57, 0.57]],
  "nbo_charge": [-0.599, -0.312, -0.586, -0.122, 0.180, -0.846, 0.205, 0.218, 0.226, 0.220, 0.192, 0.216, 0.216, 0.397, 0.402, -0.339, 0.349, 0.336, -0.354],
  "e_lumo_ev": -0.91,
  "total_energy_ev": -13887.705,
  "smiles": "CC(C)C#CN.O=NN=O",
  "gap_ha": 0.281,
  "relative_energy_kcal_mol": 204.7
}

***

# 2
{
  "formula": "C5H9N3O4S",
  "method": "wB97M-V/def2-TZVPD",
  "elements": ["C", "C", "O", "C", "S", "N", "N", "C", "N", "O", "H", "H", "H", "H", "H", "H", "H", "H", "H", "O", "C", "O"],
  "positions_angstrom": [[2.2894, -0.3486, 2.3251], [1.4920, 0.0083, 1.0709], [1.9492, -0.4391, -0.0732], [0.6054, 1.0606, 1.0890], [0.1363, 1.9795, 2.5839], [-0.2471, 1.3553, -0.0503], [-0.4192, 0.2896, -1.0039], [-1.0572, 0.5489, -2.0529], [-1.1451, -0.3151, -3.1776], [-1.5910, 1.6612, -2.4496], [3.1666, 0.3848, 2.4884], [2.5784, -1.3971, 2.4023], [1.5212, -0.1134, 3.1383], [1.1455, -0.5332, -0.6661], [1.1767, 1.6054, 3.2807], [-0.1423, 2.3090, -0.4081], [-0.7607, -1.2155, -3.1150], [-2.0644, -0.2931, -3.6907], [-1.6693, 2.2632, -1.6929], [-2.2437, -3.0820, 1.1366], [-2.3732, -3.0012, -0.0106], [-2.3475, -2.7276, -1.1243]],
  "forces_ev_per_a": [[-1.16, 1.72, 0.83], [-0.01, 3.11, 2.29], [-0.37, -1.88, -2.32], [-0.33, -1.51, -0.12], [-0.85, -0.16, -1.34], [-0.03, -0.13, 0.35], [0.89, 0.39, 1.79], [0.41, -2.52, -2.85], [-1.50, 1.17, 0.22], [-1.19, 2.91, 0.66], [-1.15, -1.36, -0.37], [0.12, 0.21, -0.23], [1.44, -0.86, -0.62], [0.86, 0.27, 0.22], [0.66, 0.16, 0.39], [0.36, -0.55, -0.18], [0.44, -1.16, 0.44], [1.56, 0.11, 1.04], [-0.20, 0.03, -0.19], [-0.58, -0.80, 0.27], [1.19, 1.24, 1.41], [-0.59, -0.40, -1.69]],
  "nbo_charge": [-0.661, 0.270, -0.699, -0.083, -0.005, -0.518, -0.428, 0.679, -0.826, -0.652, 0.222, 0.232, 0.212, 0.505, 0.123, 0.354, 0.390, 0.395, 0.490, -0.505, 1.022, -0.517],
  "e_lumo_ev": 0.32,
  "total_energy_ev": -28824.883,
  "smiles": "C/C(O)=C(\\S)N/N=C(/N)O.O=C=O",
  "gap_ha": 0.279,
  "relative_energy_kcal_mol": 2.9
}

***

# 3
{
  "formula": "C5H9N3OS",
  "method": "wB97M-V/def2-TZVPD",
  "elements": ["C", "C", "C", "C", "N", "O", "N", "C", "N", "S", "H", "H", "H", "H", "H", "H", "H", "H", "H"],
  "positions_angstrom": [[-1.5704, 0.4555, 1.3410], [-0.4762, 0.3515, 0.2443], [0.0584, 1.6196, -0.2398], [-0.8928, -0.4102, -0.8881], [-1.7497, -0.9629, -1.4714], [-2.2073, -1.7444, -2.2587], [0.7801, -0.2946, 0.8733], [1.8506, -0.9343, 0.2547], [1.9851, -0.7297, -1.0955], [2.8163, -1.7684, 1.2002], [-2.3901, 1.0039, 0.9833], [-1.1065, 0.7022, 2.3275], [-1.8789, -0.5428, 1.3925], [0.3748, 2.2423, 0.4844], [-0.8047, 2.0101, -0.9111], [0.8856, 1.4452, -0.8782], [0.6520, -0.5723, 1.8586], [1.0438, -0.5870, -1.5499], [2.6299, -1.2839, -1.6671]],
  "forces_ev_per_a": [[2.64, -0.79, -0.04], [2.70, -0.36, 2.57], [-3.17, 0.51, -4.17], [-2.08, -0.69, -0.31], [2.09, -1.11, -0.82], [-1.26, 0.28, 0.00], [-1.50, -0.42, 0.29], [-1.88, 1.31, -0.72], [-1.83, 0.16, -0.84], [2.15, -1.55, 1.23], [-0.92, 1.25, -0.06], [-0.66, 0.43, -0.92], [-0.89, -1.60, 0.62], [0.61, 2.28, 2.60], [1.56, 0.36, 1.11], [0.76, -0.11, -0.73], [0.35, 0.05, -1.04], [1.67, -0.17, 0.25], [-0.35, 0.17, 0.96]],
  "nbo_charge": [-0.591, 0.049, -0.580, 0.131, 0.213, -0.377, -0.626, 0.223, -0.814, -0.168, 0.230, 0.228, 0.218, 0.221, 0.196, 0.226, 0.417, 0.382, 0.420],
  "e_lumo_ev": -0.06,
  "total_energy_ev": -22680.318,
  "smiles": "CC(C)(C#[N+][O-])NC(N)=S",
  "gap_ha": 0.309,
  "relative_energy_kcal_mol": 65.2
}

***

# 4
{
  "formula": "C5H9N3S",
  "method": "wB97M-V/def2-TZVPD",
  "elements": ["C", "C", "C", "C", "C", "N", "N", "N", "S", "H", "H", "H", "H", "H", "H", "H", "H", "H"],
  "positions_angstrom": [[-1.7576, -0.9700, -0.0548], [-1.1597, 0.3747, -0.0232], [-2.0946, -2.2528, 0.5151], [0.6894, 1.5256, -1.1449], [2.4055, 0.2437, 0.7309], [-1.8441, -0.3502, -1.1335], [0.2421, 0.5953, -0.1522], [1.0368, -0.0827, 0.5813], [-1.6766, 1.9168, 0.7585], [-1.6292, -2.3911, 1.5184], [-1.8098, -2.9728, -0.1963], [-3.1633, -2.0765, 0.8424], [-0.2367, 1.8290, -1.8586], [1.1723, 2.5173, -0.9599], [1.3351, 1.0776, -1.7603], [3.1250, -0.6128, 0.7374], [2.7010, 0.8281, -0.0715], [2.6644, 0.8008, 1.6714]],
  "forces_ev_per_a": [[1.84, 1.78, 0.43], [-2.38, 0.02, 0.86], [-1.23, 1.46, 3.03], [-3.81, 4.26, -1.75], [1.33, -0.07, 0.73], [0.07, 0.54, -1.00], [3.00, -0.93, 1.72], [-2.39, -0.44, 0.27], [0.36, -1.14, -0.54], [0.22, -0.03, -0.99], [-0.44, -1.42, -0.61], [0.64, -1.12, -0.97], [1.92, -0.91, 2.04], [-0.66, -0.95, 1.11], [2.60, -2.29, -2.31], [-1.26, 0.11, 0.07], [1.04, 1.50, -1.50], [-0.86, -0.39, -0.58]],
  "nbo_charge": [0.279, 0.023, -0.691, -0.481, -0.482, -0.344, -0.011, -0.090, -0.366, 0.248, 0.249, 0.264, 0.274, 0.252, 0.204, 0.236, 0.190, 0.248],
  "e_lumo_ev": [-0.96, -1.05],
  "total_energy_ev": -20630.761,
  "gap_ha": [0.234, 0.230],
  "relative_energy_kcal_mol": 116.0
}

***

# 5
{
  "formula": "C5H9N4",
  "method": "wB97M-V/def2-TZVPD",
  "elements": ["C", "C", "C", "C", "C", "N", "N", "N", "N", "H", "H", "H", "H", "H", "H", "H", "H", "H"],
  "positions_angstrom": [[0.4490, 0.2237, -2.3728], [1.4522, 0.8987, -1.4047], [0.3735, -1.0628, 1.0301], [-0.5549, 0.6997, -0.4939], [-1.7446, 1.1780, 0.1211], [-0.6509, 0.0858, -1.7315], [0.7377, 1.2052, -0.3509], [0.1011, -2.3773, 1.0550], [0.9870, -0.2743, 1.8278], [0.4545, -0.2175, -3.4510], [2.5192, 1.0352, -1.5259], [-1.5948, 1.9432, 0.8416], [-2.4196, 0.4231, 0.3638], [-2.4041, 1.5508, -0.5923], [-0.6511, -2.7126, 0.5371], [0.5530, -2.9255, 1.7095], [1.2293, 0.6600, 1.5630], [1.1635, -0.3333, 2.8739]],
  "forces_ev_per_a": [[0.27, -0.75, -0.85], [-2.62, -0.14, -0.29], [-1.83, -0.41, -1.55], [2.54, -1.42, -1.71], [0.35, 0.79, 0.84], [-1.23, -0.93, -0.69], [2.04, 0.49, 0.31], [1.02, 4.28, 0.08], [0.96, -0.17, 3.54], [0.72, 1.08, 2.11], [-0.16, 0.23, 0.11], [0.10, 0.26, 0.96], [-0.71, -1.80, 1.41], [-0.66, 1.39, -2.05], [-1.17, -0.73, -1.11], [0.85, -1.67, 1.59], [-0.24, 0.59, -1.10], [-0.25, -1.08, -1.60]],
  "nbo_charge": [0.077, 0.095, 0.569, 0.500, -0.728, -0.490, -0.526, -0.756, -0.778, 0.254, 0.236, 0.255, 0.277, 0.290, 0.434, 0.409, 0.457, 0.426],
  "charge": 1,
  "e_lumo_ev": [-5.97, -5.77],
  "total_energy_ev": -11280.720,
  "gap_ha": [0.256, 0.302],
  "relative_energy_kcal_mol": 109.8
}

***

# 6
{
  "formula": "C5H9N4",
  "method": "wB97M-V/def2-TZVPD",
  "elements": ["C", "C", "C", "C", "C", "N", "N", "N", "N", "H", "H", "H", "H", "H", "H", "H", "H", "H"],
  "positions_angstrom": [[0.9146, -0.3232, -0.5906], [0.8262, 1.0630, -0.3318], [-0.6869, 1.5340, -0.0274], [-1.2396, 1.2626, 1.5112], [0.6881, -2.8529, -0.8332], [-2.4172, -1.7463, 0.5000], [-2.0123, -0.8609, 1.0585], [0.7588, -1.4743, -0.8156], [-1.2764, -0.1967, 1.7338], [1.4948, 1.1620, 0.5218], [1.0811, 1.4334, -1.2716], [-0.6829, 2.6230, -0.1351], [-1.2374, 1.0360, -0.8045], [-0.5519, 1.6176, 2.2735], [-2.0566, 1.9503, 1.4827], [1.4685, -3.4454, -1.1855], [0.3712, -3.2861, 0.1504], [-0.2013, -3.2322, -1.3190]],
  "forces_ev_per_a": [[-1.95, -6.33, -0.83], [-1.58, -0.47, 1.90], [1.66, -0.18, 2.28], [2.39, -0.54, -2.94], [-2.95, -2.40, 1.79], [-1.04, 0.04, -0.44], [-0.23, -2.31, -1.31], [1.43, 5.43, 1.08], [0.59, 3.00, 1.86], [0.36, 1.01, -0.20], [1.14, 1.68, -1.29], [-0.04, -0.26, -0.38], [-0.96, 0.10, -0.04], [0.20, 0.20, -0.28], [-1.55, -0.52, 0.67], [1.92, -0.07, -0.74], [0.92, 0.97, -0.07], [-0.30, 0.64, -1.05]],
  "nbo_charge": [0.679, -0.547, -0.369, -0.236, -0.489, -0.043, 0.235, -0.215, -0.338, 0.295, 0.289, 0.246, 0.217, 0.228, 0.228, 0.270, 0.273, 0.277],
  "charge": 1,
  "e_lumo_ev": -4.01,
  "total_energy_ev": -11280.278,
  "gap_ha": 0.343,
  "relative_energy_kcal_mol": 120.0
}

***

# 7
{
  "formula": "C5H9N5",
  "method": "wB97M-V/def2-TZVPD",
  "elements": ["C", "C", "C", "C", "C", "N", "N", "N", "N", "N", "H", "H", "H", "H", "H", "H", "H", "H", "H"],
  "positions_angstrom": [[-1.4276, -0.1739, 0.9788], [-0.2625, -0.4784, -2.1231], [0.8019, -1.3285, -1.4211], [0.4051, 0.0382, -0.9685], [2.0702, 1.0198, 0.3899], [-2.7456, 0.0832, 2.7321], [-2.6329, -0.4741, 1.4993], [-0.8390, 0.5874, 1.9552], [-1.6666, 0.6791, 3.0131], [1.0417, 1.1353, -0.6048], [-0.3675, -0.1066, -3.1118], [-1.1210, -1.1162, -1.9738], [0.3950, -2.1601, -0.9093], [1.7831, -1.5432, -1.7058], [1.9689, 1.0136, 1.5457], [2.6230, 0.1454, 0.1443], [2.7944, 1.7617, 0.1194], [0.5982, 2.0609, -0.7330], [-3.4188, -1.1435, 1.1734]],
  "forces_ev_per_a": [[1.64, 0.86, 0.05], [-1.21, -1.51, -0.25], [-0.29, 1.29, 0.89], [-0.52, 0.10, 0.51], [1.89, 0.33, 1.46], [-1.75, -0.87, 1.11], [-1.26, -1.03, -0.19], [0.57, -0.72, -1.47], [-0.28, -0.01, -1.14], [-1.89, -0.65, 0.52], [0.95, 0.75, -0.70], [-0.61, 0.76, 0.52], [-0.57, -0.48, 0.52], [1.54, 0.33, -0.75], [-1.15, 0.23, -2.18], [0.24, -1.12, -0.02], [0.42, 0.87, 0.25], [0.17, -1.06, 0.10], [2.12, 1.93, 0.78]],
  "nbo_charge": [0.006, -0.468, -0.430, 0.464, -0.427, -0.129, -0.453, -0.475, -0.086, -0.505, 0.243, 0.272, 0.251, 0.226, 0.265, 0.202, 0.202, 0.425, 0.415],
  "e_lumo_ev": -0.31,
  "total_energy_ev": -12774.936,
  "gap_ha": 0.289,
  "relative_energy_kcal_mol": 105.6
}

***

# 8
{
  "formula": "C5H9N5O",
  "method": "wB97M-V/def2-TZVPD",
  "elements": ["C", "N", "C", "C", "O", "N", "C", "N", "C", "N", "N", "H", "H", "H", "H", "H", "H", "H", "H", "H"],
  "positions_angstrom": [[-3.4679, 0.2496, -1.4172], [-2.2168, -0.4274, -0.9714], [-2.2930, -1.2988, 0.2153], [-1.0895, -0.4772, -1.7998], [-1.2138, -0.3297, -3.0103], [0.1954, -0.7152, -1.4161], [0.7776, -0.1219, -0.3238], [2.1223, -0.1213, -0.3336], [2.4441, 0.5732, 0.7303], [1.2763, 0.9928, 1.3147], [0.2058, 0.4915, 0.6583], [-3.7835, 0.8873, -0.6189], [-4.2727, -0.4573, -1.5878], [-3.3305, 0.8698, -2.3210], [-1.4239, -1.9335, 0.3337], [-2.3804, -0.6532, 1.1174], [-3.1334, -1.9428, 0.0945], [0.8424, -0.7869, -2.1907], [3.4542, 0.7417, 1.0416], [1.1944, 1.4133, 2.2522]],
  "forces_ev_per_a": [[1.21, -0.45, -0.30], [1.60, -0.39, -0.11], [0.26, 1.84, 0.17], [-2.61, 0.37, -2.32], [-0.57, 0.33, -0.30], [-0.04, -0.45, 1.87], [0.58, -0.67, -1.00], [1.21, 0.10, 0.20], [-1.86, -0.10, -0.24], [1.80, 0.26, 1.57], [-0.53, 0.65, 0.68], [-0.20, 0.52, 0.61], [-0.02, -0.34, -0.20], [0.29, -0.59, 0.48], [0.31, 0.14, -0.21], [-0.10, -0.65, -0.36], [-0.85, -0.48, 0.13], [-0.37, -0.06, -0.01], [0.07, 0.36, 0.39], [-0.20, -0.40, -1.06]],
  "nbo_charge": [-0.398, -0.447, -0.406, 0.788, -0.657, -0.623, 0.451, -0.502, 0.185, -0.363, -0.326, 0.192, 0.190, 0.241, 0.216, 0.200, 0.192, 0.437, 0.215, 0.414],
  "e_lumo_ev": 0.78,
  "total_energy_ev": -14828.768,
  "smiles": "CN(C)C(=O)Nc1nc[nH]n1",
  "gap_ha": 0.352,
  "relative_energy_kcal_mol": 5.4
}